(1)
# C44H43BaClIN8O8S

C44H43BaClIN8O8S as an isolated structure in a non-equilibrium geometry (ωB97M-V/def2-TZVPD, OMol25).

Positions of all 107 atoms, in Å:
Ba1 -0.540 0.764 -0.444
C1 -0.392 0.440 3.368
N1 -0.609 -0.470 2.256
C2 -1.994 -0.920 2.288
C3 0.303 -1.601 2.369
C4 0.419 -2.431 1.094
N2 1.010 -1.696 -0.019
C5 2.453 -1.597 0.126
C6 0.736 -2.414 -1.257
H1 -0.536 -0.050 4.345
H2 -1.080 1.279 3.296
H3 0.619 0.840 3.345
H4 -2.228 -1.459 3.219
H5 -2.211 -1.561 1.440
H6 -2.650 -0.058 2.226
H7 -0.019 -2.268 3.191
H8 1.290 -1.212 2.632
H9 -0.573 -2.758 0.786
H10 1.016 -3.331 1.324
H11 2.922 -2.592 0.189
H12 2.728 -1.032 1.014
H13 2.863 -1.088 -0.743
H14 1.239 -3.391 -1.269
H15 1.063 -1.819 -2.104
H16 -0.331 -2.568 -1.340
O1 -0.872 0.473 -4.624
C7 -0.574 0.948 -3.537
O2 -0.103 0.350 -2.535
C8 -0.772 2.457 -3.346
C9 -0.845 3.306 -4.445
C10 -0.997 4.665 -4.240
C11 -1.090 5.125 -2.934
C12 -1.008 4.202 -1.903
N3 -0.847 2.902 -2.096
H17 -0.767 2.869 -5.428
H18 -1.031 5.360 -5.068
H19 -1.229 6.174 -2.719
H20 -1.067 4.524 -0.872
Cl1 -4.700 6.063 2.697
C13 -4.061 4.658 1.891
C14 -4.909 3.843 1.176
C15 -4.405 2.717 0.550
I1 -5.677 1.425 -0.527
C16 -3.055 2.334 0.573
O3 -2.613 1.290 0.023
C17 -2.179 3.237 1.285
N4 -0.871 2.944 1.250
C18 -0.026 3.734 1.866
C19 -0.423 4.853 2.610
C20 -1.751 5.174 2.667
C21 -2.685 4.382 1.966
H21 -5.961 4.077 1.107
H22 1.020 3.483 1.774
H23 0.317 5.449 3.121
H24 -2.099 6.027 3.231
C22 -2.509 -4.540 4.282
O4 -2.903 -5.000 3.011
C23 -1.923 -5.290 2.094
C24 -0.605 -5.569 2.417
C25 0.312 -5.869 1.419
C26 -0.081 -5.872 0.095
C27 -1.398 -5.620 -0.239
C28 -2.334 -5.325 0.745
N5 -3.691 -5.210 0.471
C29 -4.278 -5.043 -0.732
C30 -3.793 -4.319 -1.804
C31 -4.337 -4.538 -3.105
C32 -4.030 -3.738 -4.156
C33 -3.189 -2.613 -3.954
C34 -2.652 -2.345 -2.740
C35 -2.877 -3.187 -1.592
O5 -2.397 -2.929 -0.477
H25 -2.037 -5.328 4.882
H26 -3.431 -4.219 4.766
H27 -1.824 -3.689 4.200
H28 -0.284 -5.575 3.447
H29 1.336 -6.084 1.682
H30 0.627 -6.088 -0.688
H31 -1.711 -5.664 -1.269
H32 -4.282 -5.352 1.281
H33 -5.264 -5.494 -0.821
H34 -4.969 -5.407 -3.232
H35 -4.423 -3.936 -5.144
H36 -2.978 -1.957 -4.785
H37 -2.021 -1.476 -2.592
O6 9.385 4.837 -3.002
S1 8.033 5.050 -2.525
O7 7.007 4.995 -3.549
O8 7.882 6.127 -1.548
C36 7.644 3.675 -1.375
N6 8.622 3.144 -0.657
C37 8.278 2.351 0.341
C38 6.957 2.029 0.618
C39 6.003 2.600 -0.225
N7 6.362 3.441 -1.192
C40 4.570 2.283 -0.154
C41 3.932 1.830 0.999
C42 2.584 1.532 0.935
N8 1.848 1.642 -0.163
C43 2.450 2.091 -1.258
C44 3.788 2.433 -1.300
H38 9.090 1.937 0.928
H39 6.696 1.348 1.412
H40 4.466 1.717 1.930
H41 2.058 1.171 1.806
H42 1.823 2.176 -2.131
H43 4.251 2.809 -2.196

- LUMO level (eV) = 0.6
- relative energy (zero: lowest compared OMol25 entry of this formula, charge and spin) (eV) = 2.338
- 2S+1 = 1
- E_tot (eV) = -106782.505
- frontier orbital gap (eV) = 6.098
- charge = -1

Atom charges from the Löwdin analysis, given in e for atoms 1 to 5:
1 Ba 2.07
2 C -0.10
3 N -0.32
4 C -0.09
5 C -0.19


(2)
# C44H43BrGeN2O2PtSeTe

C44H43BrGeN2O2PtSeTe as an isolated structure in a non-equilibrium geometry (ωB97M-V/def2-TZVPD, OMol25).

Positions of all 96 atoms, in Å:
Pt1 -0.263 0.394 -1.407
C1 3.324 -4.142 2.800
C2 2.329 -3.413 1.934
C3 1.092 -3.970 1.634
C4 0.186 -3.302 0.817
C5 -1.121 -3.896 0.482
O1 -1.604 -3.857 -0.657
C6 -1.874 -4.578 1.557
C7 -1.620 -4.422 2.927
C8 -2.398 -5.055 3.870
C9 -3.470 -5.855 3.487
C10 -3.763 -5.989 2.134
C11 -2.987 -5.357 1.190
C12 0.534 -2.035 0.236
O2 -0.326 -1.480 -0.519
C13 1.802 -1.431 0.578
C14 2.661 -2.178 1.418
C15 2.253 -0.167 0.074
N1 1.559 0.690 -0.669
C16 2.178 1.909 -1.151
C17 1.097 2.945 -1.447
Te1 2.506 4.048 2.361
C18 0.517 1.688 2.803
C19 -0.460 0.851 2.243
C20 -0.508 -0.488 2.633
C21 0.382 -0.987 3.564
C22 1.319 -0.153 4.146
C23 1.367 1.180 3.768
C24 3.655 0.210 0.418
C25 3.974 0.613 1.715
C26 5.269 0.948 2.056
C27 6.279 0.876 1.109
C28 5.975 0.471 -0.181
C29 4.676 0.147 -0.528
H1 2.891 -5.053 3.213
H2 3.652 -3.505 3.623
H3 4.209 -4.412 2.220
H4 0.837 -4.954 2.012
H5 -0.809 -3.785 3.244
H6 -2.181 -4.916 4.923
H7 -4.075 -6.353 4.235
H8 -4.613 -6.588 1.826
H9 -3.211 -5.438 0.136
H10 3.629 -1.772 1.679
H11 2.720 1.698 -2.087
H12 2.909 2.306 -0.429
H13 0.745 3.365 -0.502
H14 1.546 3.771 -2.014
H15 -1.595 0.457 0.622
H16 -1.239 -1.148 2.187
H17 0.359 -2.035 3.821
H18 2.033 -0.546 4.858
H19 2.105 1.843 4.205
H20 3.186 0.647 2.451
H21 5.492 1.269 3.064
H22 7.296 1.130 1.375
H23 6.763 0.403 -0.921
H24 4.454 -0.179 -1.536
C30 1.371 0.677 -4.733
Ge1 0.208 2.200 -4.156
C31 1.007 3.909 -4.904
C32 -1.528 2.007 -5.119
C33 -0.078 2.288 -2.184
H25 1.162 0.381 -5.758
H26 1.152 -0.164 -4.078
H27 2.429 0.911 -4.652
H28 1.006 3.885 -5.990
H29 2.030 4.064 -4.572
H30 0.420 4.766 -4.587
H31 -1.393 2.088 -6.194
H32 -2.234 2.771 -4.807
H33 -1.974 1.043 -4.902
H34 -0.971 2.917 -2.043
Br1 -2.833 5.204 3.809
C34 -1.630 4.056 2.770
C35 -2.206 3.569 1.548
C36 -2.013 2.388 0.918
N2 -1.342 1.237 1.229
C37 0.564 3.113 2.381
C38 -0.390 3.887 3.212
H35 -2.895 4.251 1.062
H36 -2.538 2.280 -0.025
H37 0.223 3.165 1.349
H38 -0.053 4.262 4.164
Se1 -2.244 -0.648 -2.241
C39 -3.773 0.220 -2.986
C40 -4.651 -0.572 -3.732
C41 -5.839 -0.063 -4.207
C42 -6.182 1.257 -3.952
C43 -5.312 2.061 -3.230
C44 -4.118 1.551 -2.756
H39 -4.379 -1.603 -3.914
H40 -6.508 -0.697 -4.777
H41 -7.124 1.648 -4.316
H42 -5.579 3.093 -3.035
H43 -3.436 2.178 -2.196

- LUMO level (eV) = 3.9
- relative energy (zero: lowest compared OMol25 entry of this formula, charge and spin) (eV) = 0.832
- 2S+1 = 1
- E_tot (eV) = -255847.839
- frontier orbital gap (eV) = 5.242
- charge = -2

Atom charges from the Löwdin analysis, given in e for atoms 1 to 5:
1 Pt 0.79
2 C -0.06
3 C -0.29
4 C -0.01
5 C -0.08


(3)
# C44H43BrN2O3PPbS2Si

C44H43BrN2O3PPbS2Si as an isolated structure in a non-equilibrium geometry (ωB97M-V/def2-TZVPD, OMol25).

Positions of all 98 atoms, in Å:
Pb1 -0.930 -0.732 -1.140
O1 -0.964 2.196 3.806
C1 -1.421 3.088 2.878
C2 -1.659 4.389 3.306
C3 -2.076 5.350 2.403
C4 -2.256 5.026 1.064
C5 -2.044 3.725 0.643
C6 -1.659 2.740 1.544
C7 -1.414 1.331 1.050
O2 -1.725 1.159 -0.269
N1 -2.115 0.393 1.975
N2 -2.170 -0.905 1.682
C8 -2.898 -1.647 2.434
C9 -3.046 -3.084 2.351
Br1 -2.729 -3.918 0.649
C10 -3.471 -3.891 3.333
C11 -3.615 -3.558 4.752
C12 -2.809 -2.610 5.396
C13 -2.953 -2.359 6.750
C14 -3.893 -3.057 7.494
C15 -4.682 -4.017 6.875
C16 -4.540 -4.269 5.523
H1 -0.722 1.367 3.375
H2 -1.500 4.631 4.350
H3 -2.264 6.360 2.746
H4 -2.560 5.783 0.354
H5 -2.179 3.430 -0.389
H6 -0.342 1.124 1.220
H7 -2.825 0.766 2.596
H8 -3.470 -1.189 3.242
H9 -3.729 -4.910 3.066
H10 -2.021 -2.116 4.846
H11 -2.318 -1.626 7.230
H12 -3.994 -2.871 8.555
H13 -5.406 -4.575 7.454
H14 -5.154 -5.023 5.045
S1 0.260 -1.466 -4.783
P1 -0.465 0.392 -4.921
S2 -0.330 1.193 -3.061
C17 -2.155 0.403 -5.556
C18 -3.243 0.456 -4.692
C19 -4.527 0.405 -5.211
C20 -4.720 0.294 -6.581
C21 -3.631 0.248 -7.442
C22 -2.344 0.303 -6.933
C23 0.502 1.454 -6.021
C24 1.659 0.995 -6.637
C25 2.401 1.863 -7.427
C26 1.991 3.177 -7.587
C27 0.835 3.632 -6.963
C28 0.085 2.775 -6.179
H15 -3.083 0.563 -3.625
H16 -5.379 0.453 -4.546
H17 -5.723 0.245 -6.982
H18 -3.785 0.171 -8.510
H19 -1.490 0.279 -7.600
H20 1.971 -0.032 -6.504
H21 3.295 1.506 -7.922
H22 2.574 3.850 -8.201
H23 0.516 4.658 -7.093
H24 -0.817 3.120 -5.688
C29 5.122 -0.729 -0.282
C30 3.738 -0.536 -0.854
C31 3.301 -1.671 -1.759
C32 3.533 0.831 -1.470
Si1 2.365 -0.610 0.737
O3 0.987 -0.331 0.044
C33 2.900 0.813 1.837
C34 2.455 2.105 1.554
C35 2.806 3.170 2.367
C36 3.613 2.954 3.476
C37 4.055 1.672 3.775
C38 3.710 0.608 2.957
C39 2.507 -2.344 1.443
C40 3.622 -2.882 2.087
C41 3.582 -4.161 2.623
C42 2.428 -4.925 2.522
C43 1.313 -4.408 1.877
C44 1.358 -3.135 1.337
H25 5.834 -0.656 -1.112
H26 5.247 -1.713 0.171
H27 5.379 0.042 0.445
H28 3.994 -1.713 -2.606
H29 2.296 -1.511 -2.149
H30 3.334 -2.637 -1.253
H31 4.130 0.879 -2.388
H32 3.869 1.628 -0.807
H33 2.492 1.007 -1.741
H34 1.822 2.282 0.690
H35 2.448 4.163 2.128
H36 3.906 3.781 4.109
H37 4.670 1.497 4.649
H38 4.054 -0.389 3.205
H39 4.537 -2.309 2.184
H40 4.457 -4.565 3.114
H41 2.397 -5.919 2.947
H42 0.408 -4.997 1.787
H43 0.487 -2.734 0.833

- LUMO level (alpha / beta) (eV) = -5.8 / -5.9
- relative energy (zero: lowest compared OMol25 entry of this formula, charge and spin) (eV) = 1.760
- 2S+1 = 1
- E_tot (eV) = -169570.594
- frontier orbital gap (alpha / beta) (eV) = 3.928 / 3.820
- charge = +1

Atom charges from the Löwdin analysis, given in e for atoms 1 to 5:
1 Pb 1.16
2 O 0.05
3 C -0.28
4 C -0.02
5 C -0.08


(4)
# C44H44AsBrN5O3RbS

C44H44AsBrN5O3RbS as an isolated structure (ωB97M-V/def2-TZVPD, OMol25).

Positions of all 100 atoms, in Å:
Rb1 -0.228 -0.245 0.481
C1 -1.528 2.596 4.748
C2 -1.146 2.405 3.300
N1 -1.962 1.907 2.448
O1 -3.193 1.564 3.058
C3 0.216 2.759 2.892
C4 1.055 3.687 3.725
N2 0.656 2.230 1.786
O2 1.879 2.476 1.428
H1 -2.058 1.712 5.105
H2 -2.212 3.439 4.867
H3 -0.648 2.780 5.359
H4 -3.410 0.760 2.565
H5 0.468 4.510 4.139
H6 1.842 4.083 3.084
H7 1.548 3.183 4.566
S1 -2.054 1.588 -2.437
C5 -1.322 3.017 -3.096
C6 -2.083 3.977 -3.791
C7 -1.514 5.121 -4.311
C8 -0.151 5.363 -4.160
C9 0.623 4.430 -3.486
C10 0.062 3.268 -2.969
As1 1.066 1.961 -1.921
C11 2.887 2.688 -2.209
C12 3.543 3.221 -1.103
C13 4.822 3.752 -1.240
C14 5.457 3.753 -2.471
C15 4.808 3.218 -3.579
C16 3.532 2.691 -3.445
C17 1.300 0.572 -3.313
C18 2.339 -0.339 -3.148
C19 2.569 -1.340 -4.082
C20 1.745 -1.456 -5.191
C21 0.693 -0.565 -5.354
C22 0.472 0.442 -4.424
H8 -3.146 3.795 -3.898
H9 -2.140 5.837 -4.834
H10 0.301 6.265 -4.556
H11 1.683 4.615 -3.358
H12 3.044 3.193 -0.138
H13 5.323 4.162 -0.369
H14 6.456 4.164 -2.572
H15 5.295 3.212 -4.548
H16 3.031 2.277 -4.314
H17 2.998 -0.256 -2.287
H18 3.392 -2.030 -3.936
H19 1.918 -2.237 -5.923
H20 0.034 -0.650 -6.210
H21 -0.358 1.123 -4.550
Br1 1.276 -0.368 8.227
C23 1.310 -0.955 6.415
C24 2.160 -1.992 6.069
C25 2.189 -2.419 4.752
C26 1.373 -1.804 3.799
C27 0.488 -0.795 4.178
C28 0.470 -0.358 5.492
N3 1.354 -2.183 2.442
C29 2.363 -2.716 1.889
C30 2.280 -3.166 0.477
C31 3.355 -3.827 -0.113
C32 3.211 -4.281 -1.417
C33 2.018 -4.045 -2.078
C34 1.009 -3.352 -1.412
N4 1.131 -2.935 -0.164
H22 2.780 -2.466 6.818
H23 2.826 -3.249 4.478
H24 -0.222 -0.399 3.460
H25 -0.213 0.426 5.788
H26 3.321 -2.898 2.389
H27 4.275 -3.979 0.437
H28 4.024 -4.802 -1.907
H29 1.867 -4.357 -3.102
H30 0.067 -3.107 -1.892
C35 -5.186 -1.459 -2.646
N5 -3.926 -2.051 -2.243
C36 -3.324 -3.015 -3.132
C37 -3.178 -1.511 -1.233
C38 -3.826 -0.498 -0.330
O3 -2.026 -1.880 -1.046
H31 -5.412 -1.783 -3.662
H32 -5.123 -0.370 -2.653
H33 -6.013 -1.765 -1.998
H34 -4.022 -3.834 -3.329
H35 -2.432 -3.411 -2.656
H36 -3.038 -2.559 -4.086
H37 -4.905 -0.626 -0.245
H38 -3.615 0.508 -0.699
H39 -3.365 -0.623 0.654
C39 -3.492 -4.033 3.961
C40 -2.497 -4.144 2.994
C41 -1.964 -3.003 2.405
C42 -2.342 -1.676 2.708
C43 -3.353 -1.642 3.694
C44 -3.919 -2.758 4.306
H40 -3.918 -4.914 4.432
H41 -2.137 -5.127 2.699
H42 -1.192 -3.169 1.651
H43 -3.723 -0.675 4.044
H44 -4.692 -2.633 5.062

- LUMO level (eV) = 3.5
- relative energy (zero: lowest compared OMol25 entry of this formula, charge and spin) (eV) = 1.710
- 2S+1 = 1
- E_tot (eV) = -202303.976
- frontier orbital gap (eV) = 4.905
- charge = -2

Atom charges from the Löwdin analysis, given in e for atoms 1 to 5:
1 Rb 0.58
2 C -0.05
3 C -0.33
4 N 0.04
5 O -0.12